Record 1
The ion C6H6N with charge +1 in a non-equilibrium geometry, computed with ωB97M-V/def2-TZVPD.

```
13
Properties=species:S:1:pos:R:3:forces:R:3
C -2.359316 -0.163244 -0.177371 2.060 -1.986 -1.254
C -1.752644 -1.158018 -0.840367 -1.786 3.076 1.794
C -1.411857 0.562019 0.414559 0.248 0.349 0.870
C 1.066900 0.722256 -0.364824 1.314 4.082 -2.376
C 1.143205 0.041359 0.920705 0.912 -2.947 -5.193
C -0.435744 -1.195842 -0.787868 -0.791 -2.921 -1.158
N -0.062301 -0.097201 0.035055 -2.392 1.442 0.658
H -1.344204 1.373956 1.176773 -0.161 -0.703 -1.030
H 0.943466 1.911265 -0.364775 -0.156 -2.909 0.032
H 1.517900 0.384488 -1.366381 -0.302 0.286 2.090
H 1.653654 -0.882380 0.805333 0.711 -0.578 1.180
H 0.913292 0.534793 1.738467 -0.577 2.021 4.096
H 0.127649 -2.033451 -1.189306 0.919 0.790 0.292
```
Positions in Å, forces in eV/Å.

Its gap between HOMO and LUMO is 7.78 eV. Its total charge is +1. Its lowest unoccupied orbital energy is -6.784 eV. As for the SMILES: C1=C=C[N+]2(C=1)CC2.


Record 2
The ion C6H6N with charge +1 in a non-equilibrium geometry, computed with ωB97M-V/def2-TZVPD.

```
13
Properties=species:S:1:pos:R:3:forces:R:3
C 2.646871 1.338219 0.027562 0.703 -1.212 -1.986
C 2.178010 1.316994 1.317381 -0.097 0.379 1.238
C -1.690847 0.402119 0.006448 -1.445 0.619 -1.942
C -1.814614 -1.137965 -0.177054 1.268 -0.104 2.153
C 0.718552 -0.512967 -0.013990 -1.438 -2.154 0.123
C 1.633978 0.472046 0.310189 1.515 1.974 -0.627
N -0.560919 -0.376479 0.001524 2.234 -1.904 -0.271
H 3.394440 1.579764 -0.801667 -1.364 -0.003 1.415
H -1.694247 0.865956 -1.029943 -0.780 0.228 1.670
H -2.002735 0.930233 0.914545 0.090 -0.141 -0.521
H -1.889610 -1.755557 0.825437 -0.598 1.062 -2.501
H -1.980701 -1.559564 -1.193747 -0.033 0.287 1.122
H 1.061823 -1.562801 -0.186686 -0.056 0.969 0.128
```
Positions in Å, forces in eV/Å.

Its gap between HOMO and LUMO is 8.16 eV. Its total charge is +1. Its lowest unoccupied orbital energy is -5.425 eV. As for the SMILES: C1=CC=1C=[N+]1CC1.


Record 3
The ion C6H6N with charge +1 in a non-equilibrium geometry, computed with ωB97M-V/def2-TZVPD.

```
13
Properties=species:S:1:pos:R:3:forces:R:3
C -0.366617 -1.654056 0.881735 -2.098 0.084 2.576
C -0.789762 -0.126555 -1.827351 -1.024 -0.674 -0.605
C -1.675159 -1.375805 1.004890 1.788 -1.118 -0.997
C 1.573809 -0.959293 -0.385651 0.615 4.124 -0.454
C 0.502585 0.191638 -1.153099 -1.054 0.196 1.514
C 0.767201 -1.247135 0.664850 -0.336 -0.417 0.161
N -0.871766 0.430412 -0.653247 0.983 0.281 -0.561
H -2.263811 -2.021678 0.392691 -1.164 -0.011 -0.162
H -2.023344 -0.553415 1.575347 -0.524 0.282 0.786
H 1.802999 -1.794530 -0.928067 0.461 -1.872 -2.045
H 2.417116 -0.311057 -0.209657 0.412 -0.002 0.146
H 0.932125 1.132075 -1.469196 1.099 -0.299 0.231
H -1.488480 1.097809 -0.144598 0.843 -0.573 -0.588
```
Positions in Å, forces in eV/Å.

Its gap between HOMO and LUMO (spin up / spin down) is 7.03 / 7.03 eV. Its total charge is +1. Its lowest unoccupied orbital energy (spin up / spin down) is -6.973 / -6.973 eV.


Record 4
An isolated molecule of C6H6N2 in a non-equilibrium geometry, computed with ωB97M-V/def2-TZVPD.

```
14
Properties=species:S:1:pos:R:3:forces:R:3
C -2.523175 -0.367896 -0.092531 -0.933 -1.311 0.206
C -1.507866 0.491814 0.051808 -2.942 -1.887 0.565
C -0.138554 0.100016 -0.017061 2.369 3.510 -0.505
C 0.736964 1.211764 -0.106019 2.387 0.083 -0.387
C 2.549210 -0.173124 0.003875 2.732 1.338 1.221
C 0.545917 -1.073870 -0.082998 -0.228 -2.529 0.919
H -2.271475 -1.511911 -0.210440 -1.004 2.405 -0.103
H -3.615340 0.022521 0.016309 2.129 -1.160 -0.240
H -1.847937 1.451443 0.410314 0.814 0.603 -0.392
H 0.466841 2.279239 -0.226976 -0.484 -0.890 0.248
H 3.629950 -0.219926 0.326680 -1.025 -0.169 -0.946
H 0.008136 -1.999939 0.053029 -0.333 -0.243 -0.418
N 2.083806 1.066599 -0.087818 -1.643 0.553 0.042
N 1.883517 -1.276726 -0.038174 -1.837 -0.303 -0.211
```
Positions in Å, forces in eV/Å.

Its gap between HOMO and LUMO is 9.63 eV. Its total charge is 0. Its lowest unoccupied orbital energy is 0.279 eV. As for the SMILES: C=Cc1cncnc1.


Record 5
An isolated molecule of C6H6N2 in a non-equilibrium geometry, computed with ωB97M-V/def2-TZVPD.

```
14
Properties=species:S:1:pos:R:3:forces:R:3
C -1.000330 -1.069365 0.742745 4.958 -0.214 0.922
C -0.207046 -0.589283 2.006064 -0.169 1.031 -1.648
C 0.535767 0.485604 1.612911 -0.860 -0.824 1.476
C 0.343460 0.614244 0.182275 0.965 0.162 -0.846
C 0.599742 0.433760 -1.913141 0.428 1.092 0.088
C -0.485962 -0.341491 -1.625228 -0.003 0.223 -1.346
H -0.688974 -2.029299 0.448971 0.228 -1.581 -0.084
H -1.949259 -1.035170 0.895526 -6.226 -0.146 1.264
H -0.384504 -1.056184 2.976438 0.228 0.411 -0.292
H 1.140050 1.175512 2.238663 -0.390 -0.811 -0.682
H 0.981935 0.739471 -2.865701 0.101 -0.198 -0.312
H -1.255795 -0.817448 -2.223198 0.500 -0.065 -0.038
N 1.131353 1.023888 -0.763362 0.050 0.209 -1.235
N -0.639530 -0.192130 -0.308703 0.191 0.710 2.732
```
Positions in Å, forces in eV/Å.

Its gap between HOMO and LUMO is 9.28 eV. Its total charge is 0. Its lowest unoccupied orbital energy is 0.931 eV. As for the SMILES: C1=Cc2nccn2C1.


Record 6
A cluster of 2 separate species, C6H6N2 in total in a non-equilibrium geometry, computed with ωB97M-V/def2-TZVPD.

```
14
Properties=species:S:1:pos:R:3:forces:R:3
C -0.090605 -0.595923 -1.466441 -0.312 -0.372 -0.917
C 1.422941 1.614455 -0.659239 -3.306 -3.812 1.498
C -2.182529 0.283448 0.362299 1.361 1.146 -0.069
C -0.884353 0.211695 0.703301 -2.060 0.877 1.023
C 1.265027 -0.968636 0.565148 -0.403 3.201 1.308
C 0.120477 -0.311099 -0.136758 3.168 2.578 0.611
N -0.232736 -0.942215 -2.540989 -0.310 -0.416 -1.398
N 2.096167 2.424919 -1.072398 1.945 2.315 -1.071
H -2.910719 0.820084 0.943066 -0.160 -0.326 0.474
H -2.429140 0.108745 -0.652418 -0.525 -0.679 -0.809
H -0.540865 0.596733 1.664018 -0.141 -0.316 -0.161
H 2.245979 -0.773403 0.159197 -0.017 -0.063 -0.147
H 1.114342 -0.514775 1.583372 1.065 -1.009 -0.694
H 1.006013 -1.954029 0.547842 -0.307 -3.124 0.353
```
Positions in Å, forces in eV/Å.

Its gap between HOMO and LUMO (spin up / spin down) is 7.79 / 7.78 eV. Its total charge is 0. Its lowest unoccupied orbital energy (spin up / spin down) is -2.539 / -2.542 eV.


Record 7
The ion C6H6N2 with charge +2 in a non-equilibrium geometry, computed with ωB97M-V/def2-TZVPD.

```
14
Properties=species:S:1:pos:R:3:forces:R:3
C -0.845976 1.582505 -0.177407 0.607 0.126 1.038
C 0.480244 1.174057 -0.125733 -1.361 1.815 -0.147
C -0.575533 -0.778540 0.117042 3.585 -0.880 1.137
C -1.495527 0.364570 0.077709 -0.699 -0.380 -0.695
C -3.330277 -1.013556 -0.097876 -2.804 -2.678 -0.686
C 1.922552 -0.760621 0.069335 0.800 -0.423 -3.250
N -2.704322 -0.067763 0.215263 0.266 3.133 0.675
N 0.594935 -0.245860 0.042543 -1.612 -1.384 0.704
H -1.407978 2.541428 -0.119957 1.074 -0.500 -0.443
H 1.465397 1.632645 -0.123821 -0.472 0.823 -0.258
H -0.734933 -1.838218 0.403952 -0.213 0.686 -0.537
H 2.031025 -1.798239 0.413223 -0.045 0.633 0.559
H 2.563474 0.078373 0.405852 0.123 -1.217 0.149
H 2.036925 -0.870777 -1.100131 0.750 0.245 1.753
```
Positions in Å, forces in eV/Å.

Its gap between HOMO and LUMO is 7.23 eV. Its total charge is +2. Its lowest unoccupied orbital energy is -13.950 eV.


Record 8
A structure of composition C6H6N2O in a non-equilibrium geometry, computed with ωB97M-V/def2-TZVPD.

```
15
Properties=species:S:1:pos:R:3:forces:R:3
C 1.585838 0.646430 0.826472 -2.061 -2.611 -2.042
C 0.372672 0.901200 -0.144024 4.893 3.205 -0.347
C -0.772543 0.427890 -0.504677 -3.240 0.148 -0.869
C -1.525018 -0.724785 0.096789 -1.331 -3.792 0.262
C -0.637283 -1.914609 -0.055954 0.676 -0.575 -2.129
C -1.407919 1.248359 -1.553692 -3.198 5.666 -4.430
H 2.284514 -1.353707 0.903730 -4.320 3.012 2.776
H 1.455358 1.446054 1.534024 0.754 0.224 0.617
H 2.493549 0.691416 0.135219 -1.043 0.270 1.392
H 0.679621 1.829097 -0.774146 -0.553 -1.503 1.103
H -2.596000 -1.117115 -0.324740 2.640 1.658 0.636
H -1.614200 -0.823320 1.188518 -0.386 1.499 -0.037
N 0.109701 -2.694351 -0.475585 -0.796 0.435 0.899
N -1.864743 2.121850 -2.313798 3.141 -6.400 5.200
O 1.436453 -0.684410 1.461863 4.822 -1.236 -3.032
```
Positions in Å, forces in eV/Å.

Its gap between HOMO and LUMO is 10.56 eV. Its total charge is 0. Its lowest unoccupied orbital energy is 0.175 eV.


Record 9
An isolated molecule of C6H6N2O in a non-equilibrium geometry, computed with ωB97M-V/def2-TZVPD.

```
15
Properties=species:S:1:pos:R:3:forces:R:3
C -1.386005 -1.490789 0.460778 2.682 -0.208 -2.136
C -0.139119 -1.611400 -0.105230 0.496 1.064 -0.733
C -1.811514 -0.077751 0.497565 1.955 -1.829 -0.244
C 0.273528 -0.175837 -0.582315 2.491 -1.470 1.775
C -0.786937 0.688852 0.126379 -0.053 0.568 -1.251
C 2.984869 0.098243 -0.035281 -1.720 0.543 -0.093
N -0.583093 2.043439 0.205365 1.852 0.244 -0.651
N 1.781676 0.173173 -0.135460 -0.828 -0.275 -0.252
O 4.153519 0.178175 0.126292 -0.755 -0.377 -0.191
H -1.963698 -2.347662 0.687498 -0.655 -0.473 0.594
H 0.643184 -2.391438 -0.374828 -1.826 0.581 0.740
H -2.690828 0.156429 0.962825 -1.988 1.087 0.985
H -1.282020 2.746676 -0.084936 0.932 -0.872 0.229
H 0.437422 2.136233 -0.053537 -1.888 1.148 0.280
H 0.369014 -0.126349 -1.695110 -0.693 0.270 0.948
```
Positions in Å, forces in eV/Å.

Its gap between HOMO and LUMO is 8.57 eV. Its total charge is 0. Its lowest unoccupied orbital energy is 0.509 eV. As for the SMILES: NC1=CC=C[C@@H]1N=C=O.


Record 10
An isolated molecule of C6H6N2O in a non-equilibrium geometry, computed with ωB97M-V/def2-TZVPD.

```
15
Properties=species:S:1:pos:R:3:forces:R:3
C 0.421987 1.171008 -0.316456 1.183 -0.553 0.279
C 2.254284 -0.804916 0.142274 2.322 1.322 -1.250
C 2.830900 0.417793 -0.140601 -7.991 -1.584 1.185
C 0.844734 -1.210405 -0.146599 2.268 -3.596 0.762
C -0.830586 0.564720 -0.225663 5.341 1.455 -0.422
C -2.214180 0.961143 0.069043 -1.195 -1.881 -3.190
N 1.655548 1.203014 -0.510364 -2.538 1.305 -0.967
N -0.372518 -0.859528 -0.398668 -2.396 1.899 0.362
O -1.325298 -1.630953 -0.694858 0.749 -0.502 0.001
H 2.997062 -1.619116 0.129287 -0.846 -0.070 0.589
H 3.700903 0.876894 -0.377155 2.823 0.635 -0.189
H 0.886205 -2.295802 -0.087002 -0.377 -0.035 -0.559
H -2.693547 -0.091955 0.199706 0.193 2.104 -0.207
H -2.694130 1.541788 -0.872811 0.861 -1.412 2.333
H -2.249106 1.529765 0.945662 -0.397 0.912 1.272
```
Positions in Å, forces in eV/Å.

Its gap between HOMO and LUMO (spin up / spin down) is 6.96 / 6.96 eV. Its total charge is 0. Its lowest unoccupied orbital energy (spin up / spin down) is -0.571 / -0.573 eV. As for the SMILES: CC1=C=NC=CC=[N+]1[O-].


Record 11
A cluster of 2 separate species, C6H6N2O2 in total in a non-equilibrium geometry, computed with ωB97M-V/def2-TZVPD.

```
16
Properties=species:S:1:pos:R:3:forces:R:3
C 3.486036 2.934710 1.425544 0.532 0.431 -0.513
C 3.945769 4.002219 1.155114 -0.245 -0.251 0.086
C -1.762854 -1.971320 -1.444016 0.359 -1.076 -2.796
C -1.571123 -2.515291 -0.149350 -0.343 1.245 1.131
C -1.136311 -1.702603 0.834931 -0.512 -1.502 1.405
C -0.898480 0.149726 -0.587947 1.107 2.671 -1.932
H 3.253928 1.920261 1.404584 -0.515 -0.912 0.414
H 4.327411 4.927006 0.849371 0.228 0.734 0.008
H -0.880960 -0.168075 -2.511762 -1.332 -2.082 1.581
H -2.042178 -3.469994 -0.133136 0.403 -0.797 0.955
H -1.002036 -2.073193 1.868512 -0.175 0.388 -0.704
H -0.835671 0.392371 1.431778 0.121 -2.560 -2.150
N -1.142063 -0.734809 -1.618079 0.596 2.378 -1.780
N -0.866701 -0.375297 0.636860 -0.047 1.734 3.259
O -2.256862 -2.656707 -2.340803 0.428 1.484 0.560
O -0.617906 1.340995 -0.821600 -0.604 -1.885 0.476
```
Positions in Å, forces in eV/Å.

Its gap between HOMO and LUMO is 9.87 eV. Its total charge is 0. Its lowest unoccupied orbital energy is 0.210 eV. As for the SMILES: O=c1cc[nH]c(=O)[nH]1.C#C.


Record 12
An isolated molecule of C6H6N2O2 in a non-equilibrium geometry, computed with ωB97M-V/def2-TZVPD.

```
16
Properties=species:S:1:pos:R:3:forces:R:3
C 1.392194 0.283400 -0.018169 1.482 0.906 0.337
C 0.408378 1.359590 0.028811 -0.043 0.205 -0.361
C -0.908210 1.115024 0.049405 0.213 0.844 -0.434
C -1.387166 -0.248864 -0.042286 -0.322 -0.280 0.417
C -0.389146 -1.313103 -0.013321 0.030 0.377 0.273
C 0.924870 -1.089220 0.047946 0.276 -0.797 -0.060
H 4.352098 -0.029478 -0.101266 -0.046 -0.088 0.013
H 0.778132 2.387641 -0.033926 -0.029 -0.431 0.252
H -1.572568 1.972025 0.054594 -0.219 -0.358 0.030
H -0.815082 -2.283543 0.046250 -0.102 -0.834 -0.035
H 1.638350 -1.928046 0.162726 -0.524 0.800 -0.223
H -4.400222 -0.129338 0.056672 1.259 0.534 -0.262
N 2.643256 0.668351 -0.045347 -1.743 -0.454 -0.070
N -2.605709 -0.670763 -0.042409 0.473 -0.307 -0.238
O 3.473822 -0.425729 -0.069411 0.618 -0.121 -0.008
O -3.532998 0.332060 -0.080276 -1.325 0.004 0.367
```
Positions in Å, forces in eV/Å.

Its gap between HOMO and LUMO is 7.76 eV. Its total charge is 0. Its lowest unoccupied orbital energy is -0.450 eV. As for the SMILES: ON=C1C=CC(=NO)C=C1.


| no. | DFT total energy (eV) |
| --- | --- |
| 1 | -7793.82311 |
| 2 | -7795.54066 |
| 3 | -7793.41374 |
| 4 | -9297.66725 |
| 5 | -9297.82490 |
| 6 | -9294.40432 |
| 7 | -9273.89823 |
| 8 | -11342.35787 |
| 9 | -11344.61217 |
| 10 | -11339.24956 |
| 11 | -13392.14495 |
| 12 | -13390.72553 |